(1)
46
Properties=species:S:1:pos:R:3:forces:R:3 method="wB97M-V/def2-TZVPD" e_lumo_ev="-3.847 / -1.447" multiplicity=2 orbital_gap_ev="4.76 / 7.25" s2=1.21 homo_ev="-8.6023 / -8.6932"
Fe -0.4549 0.9069 0.4616 2.155 -2.217 2.110
O 4.1931 -0.4186 3.8754 -0.041 0.042 0.387
C 4.6228 -0.4074 2.6339 -0.063 0.053 -0.251
O 5.7728 -0.6043 2.3301 0.013 -0.042 0.056
C 3.6175 -0.1628 1.5533 -0.356 0.003 -0.233
C 3.9138 -0.2651 0.2026 -0.136 0.081 0.517
N 2.7861 -0.0189 -0.4764 -0.094 0.017 -0.189
N 1.7638 0.2448 0.3412 -1.428 0.438 0.600
C 2.2440 0.1659 1.5874 0.349 -0.072 -0.397
C 1.3157 0.4912 2.7334 0.545 -0.016 -0.304
O 1.7053 0.3795 3.8898 -0.121 -0.076 -0.155
O 0.1712 0.9021 2.3612 -1.080 0.635 -0.711
H 3.2300 -0.1569 3.9955 0.226 -0.031 -0.358
H 4.8509 -0.4800 -0.2698 0.143 -0.083 -0.133
H 2.6528 -0.0121 -1.4779 -0.026 0.004 0.199
F 0.2913 8.5885 0.2854 0.004 -0.515 -0.018
C 0.1114 7.2802 0.1073 -0.060 -0.140 0.024
C -0.9340 6.6233 0.7557 -0.142 -0.017 0.038
F -1.7352 7.2897 1.5861 0.141 0.006 -0.151
C -1.1465 5.2733 0.5221 -0.135 -0.365 0.034
F -2.1521 4.6333 1.1265 0.212 0.587 0.002
C -0.3375 4.5446 -0.3469 0.154 -0.201 0.448
Se -0.8185 2.7577 -0.8029 -0.567 0.886 -1.142
C 0.7305 5.2071 -0.9467 0.026 -0.352 -0.038
F 1.5434 4.5057 -1.7455 -0.031 0.494 0.131
C 0.9630 6.5580 -0.7278 0.052 -0.065 -0.119
F 1.9932 7.1636 -1.3190 -0.168 -0.011 0.075
C -9.6699 3.4371 1.9904 -0.085 0.145 0.385
C -8.5478 2.5244 1.6187 0.260 -0.119 -0.682
O -7.7133 2.0720 2.3421 -0.079 0.147 0.588
S -8.5395 2.2016 -0.1533 -0.121 -0.168 -0.225
C -7.0046 1.3339 -0.3028 -0.187 0.145 0.033
C -6.0389 1.8383 -1.1688 -0.306 -0.016 0.228
C -4.7801 1.2884 -1.1757 0.256 -0.305 0.123
C -4.4702 0.2331 -0.3021 -0.951 0.254 -0.089
C -5.4710 -0.3057 0.5148 0.303 0.076 -0.157
C -6.7383 0.2327 0.5025 -0.009 0.005 -0.201
C -3.1248 -0.1492 -0.1798 1.661 -0.191 0.235
C -1.9142 -0.2914 -0.0034 -0.229 1.006 -0.588
H -10.0734 3.1433 2.9571 -0.041 -0.035 0.013
H -10.4489 3.4432 1.2336 -0.058 0.020 -0.024
H -9.2642 4.4451 2.0948 -0.007 -0.001 -0.053
H -6.2751 2.6812 -1.7994 -0.001 0.117 -0.035
H -4.0079 1.7088 -1.8034 0.062 -0.064 -0.060
H -5.2295 -1.1110 1.1899 0.038 -0.123 0.022
H -7.5029 -0.1873 1.1351 -0.077 0.063 0.066

(2)
14
Properties=species:S:1:pos:R:3:forces:R:3 method="wB97M-V/def2-TZVPD" e_lumo_ev="-0.637 / -0.637" multiplicity=1 orbital_gap_ev="7.62 / 7.63" homo_ev="-8.2615 / -8.2633"
C -2.6270 -0.4424 -0.4524 0.088 -0.001 -0.010
C -1.3382 -0.5780 -0.0787 -0.046 0.147 0.005
C -0.5175 0.6061 -0.0580 0.063 -0.303 -0.076
C 0.9377 0.4269 -0.2715 -0.126 0.301 0.136
C 1.6300 0.6948 1.0766 0.035 0.046 0.126
O 1.4573 -0.8241 -0.7305 -0.236 -0.128 -0.218
H -3.2880 -1.2990 -0.5726 0.176 0.084 -0.081
H -0.9542 -1.5825 0.1292 0.063 0.181 -0.024
H -3.0307 0.5365 -0.6986 0.109 -0.093 0.168
H 1.2498 1.2333 -0.9582 -0.043 -0.156 0.050
H 1.3470 -0.0699 1.8071 -0.011 0.110 -0.111
H 2.7116 0.6314 0.9255 -0.184 0.005 -0.013
H 1.3705 1.6798 1.4681 0.015 -0.142 -0.072
H 1.0517 -1.0129 -1.5859 0.095 -0.052 0.119

(3)
11
Properties=species:S:1:pos:R:3:forces:R:3 method="wB97M-V/def2-TZVPD" e_lumo_ev=0.958 multiplicity=1 orbital_gap_ev=9.96 smiles=C#Cc1cn[nH]c1 homo_ev=-8.9975
C -1.0012 -2.4217 1.0185 0.209 0.236 -0.271
C -0.5243 -1.4802 0.4382 -0.111 -0.555 0.145
C 0.0054 -0.2858 -0.1234 0.072 0.032 0.041
C 0.8209 0.5905 0.5423 -0.105 -0.041 0.019
N 0.9179 1.7060 -0.2220 -0.208 -0.032 0.274
N 0.1916 1.6093 -1.3634 -0.248 -0.217 0.155
C -0.3249 0.4016 -1.3315 -0.093 -0.032 -0.031
H -1.4064 -3.2663 1.5270 0.028 0.091 -0.092
H 1.3566 0.5095 1.4770 -0.277 -0.003 0.011
H 0.8771 2.5885 0.2562 0.649 0.494 -0.361
H -0.9347 0.0461 -2.1516 0.084 0.026 0.111